Here is 10 unconnected molecules or ions with the total composition C45H105N5O10 in a non-equilibrium geometry from the OMol25 dataset. Energies are from ωB97M-V/def2-TZVPD.

**2S+1**: 1
**F_max**: 3.11 eV/Å
**Structure (SMILES)**: CC1(C)CCCC(C)(C)N1O.CC1(C)CCCC(C)(C)N1O.CC1(C)CCCC(C)(C)N1O.CC1(C)CCCC(C)(C)N1O.CC1(C)CCCC(C)(C)N1O.O.O.O.O.O
**E**: -76283.426 eV

Last columns: bonded neighbours and bond lengths (Å).
CARTESIAN COORDINATES (ANGSTROEM)
1 O -6.578 2.694 -2.668  H2 0.962, H3 0.962
2 H -6.850 2.919 -1.773  O1 0.962
3 H -7.406 2.606 -3.150  O1 0.962
4 O -4.224 4.569 -1.996  H5 0.961, H6 0.961
5 H -4.757 3.802 -1.773  O4 0.961
6 H -4.798 5.108 -2.547  O4 0.961
7 O -0.659 5.683 2.641  H8 0.962, H9 0.962
8 H -0.566 6.196 1.832  O7 0.962
9 H 0.110 5.105 2.650  O7 0.962
10 O 0.315 3.149 -4.184  H11 0.961, H12 0.963
11 H 0.501 3.772 -3.476  O10 0.961
12 H -0.364 2.570 -3.823  O10 0.963
13 O -6.803 0.986 1.209  H14 0.961, H15 0.962
14 H -7.083 1.826 0.836  O13 0.961
15 H -6.235 0.598 0.537  O13 0.962
16 C 3.079 1.320 -2.377  C17 1.507, H27 1.093, H28 1.090, H29 1.094
17 C 3.601 1.656 -1.003  C16 1.507, C18 1.543, N22 1.486, C26 1.562
18 C 2.991 0.635 -0.021  C17 1.543, C19 1.519, H30 1.093, H31 1.096
19 C 3.556 0.576 1.388  C18 1.519, C20 1.554, H32 1.093, H33 1.096
20 C 5.068 0.243 1.263  C19 1.554, C21 1.536, H34 1.092, H35 1.092
21 C 5.801 1.286 0.405  C20 1.536, N22 1.535, C24 1.557, C25 1.488
22 N 5.077 1.494 -0.932  C17 1.486, C21 1.535, O23 1.373
23 O 5.817 2.333 -1.726  N22 1.373, H45 0.964
24 C 5.898 2.605 1.228  C21 1.557, H36 1.096, H37 1.086, H38 1.091
25 C 7.163 0.749 0.139  C21 1.488, H39 1.096, H40 1.092, H41 1.092
26 C 2.951 2.998 -0.539  C17 1.562, H42 1.088, H43 1.098, H44 1.089
27 H 2.047 1.658 -2.499  C16 1.093
28 H 3.064 0.297 -2.753  C16 1.090
29 H 3.520 1.949 -3.156  C16 1.094
30 H 1.905 0.694 0.085  C18 1.093
31 H 3.061 -0.425 -0.291  C18 1.096
32 H 2.970 -0.037 2.077  C19 1.093
33 H 3.504 1.487 1.995  C19 1.096
34 H 5.208 -0.750 0.829  C20 1.092
35 H 5.539 0.253 2.248  C20 1.092
36 H 6.261 3.446 0.627  C24 1.096
37 H 4.910 2.909 1.560  C24 1.086
38 H 6.774 2.536 1.875  C24 1.091
39 H 7.071 -0.091 -0.560  C25 1.096
40 H 7.947 1.359 -0.316  C25 1.092
41 H 7.688 0.299 0.984  C25 1.092
42 H 1.964 3.064 -0.992  C26 1.088
43 H 3.353 3.930 -0.958  C26 1.098
44 H 3.174 3.192 0.509  C26 1.089
45 H 6.192 1.698 -2.347  O23 0.964
46 C -2.523 -0.573 -2.981  C47 1.560, H57 1.086, H58 1.092, H59 1.096
47 C -2.739 -0.221 -1.477  C46 1.560, C48 1.536, N52 1.459, C56 1.547
48 C -2.102 -1.412 -0.743  C47 1.536, C49 1.556, H60 1.095, H61 1.092
49 C -1.810 -1.213 0.772  C48 1.556, C50 1.528, H62 1.089, H63 1.093
50 C -1.091 0.125 0.940  C49 1.528, C51 1.567, H64 1.095, H65 1.094
51 C -1.697 1.415 0.288  C50 1.567, N52 1.463, C54 1.557, C55 1.591
52 N -2.095 1.021 -1.063  C47 1.459, C51 1.463, O53 1.376
53 O -1.936 2.037 -1.978  N52 1.376, H75 0.970
54 C -2.882 1.756 1.241  C51 1.557, H66 1.092, H67 1.093, H68 1.096
55 C -0.663 2.619 0.402  C51 1.591, H69 1.088, H70 1.088, H71 1.088
56 C -4.256 -0.148 -1.180  C47 1.547, H72 1.096, H73 1.088, H74 1.092
57 H -2.833 -1.556 -3.324  C46 1.086
58 H -1.540 -0.277 -3.353  C46 1.092
59 H -3.104 0.175 -3.534  C46 1.096
60 H -2.781 -2.268 -0.813  C48 1.095
61 H -1.235 -1.855 -1.240  C48 1.092
62 H -1.262 -2.068 1.168  C49 1.089
63 H -2.762 -1.161 1.305  C49 1.093
64 H -0.088 -0.063 0.543  C50 1.095
65 H -0.928 0.261 2.013  C50 1.094
66 H -2.714 2.040 2.282  C54 1.092
67 H -3.599 2.438 0.777  C54 1.093
68 H -3.489 0.881 1.500  C54 1.096
69 H -0.708 3.299 -0.445  C55 1.088
70 H -0.934 3.206 1.277  C55 1.088
71 H 0.314 2.145 0.470  C55 1.088
72 H -4.733 0.666 -1.737  C56 1.096
73 H -4.354 0.046 -0.114  C56 1.088
74 H -4.848 -0.981 -1.563  C56 1.092
75 H -2.811 2.451 -1.909  O53 0.970
76 C -3.607 -0.434 -7.045  C77 1.574, H87 1.090, H88 1.091, H89 1.089
77 C -4.203 0.948 -7.506  C76 1.574, C78 1.569, N82 1.457, C86 1.557
78 C -4.856 1.624 -6.249  C77 1.569, C79 1.494, H90 1.095, H91 1.091
79 C -5.330 3.029 -6.434  C78 1.494, C80 1.510, H92 1.093, H93 1.097
80 C -4.141 3.884 -6.801  C79 1.510, C81 1.536, H94 1.089, H95 1.094
81 C -3.346 3.343 -8.000  C80 1.536, N82 1.498, C84 1.500, C85 1.580
82 N -3.128 1.869 -7.850  C77 1.457, C81 1.498, O83 1.432
83 O -2.130 1.367 -8.746  N82 1.432, H105 0.962
84 C -3.901 3.722 -9.341  C81 1.500, H96 1.091, H97 1.094, H98 1.089
85 C -1.900 3.923 -7.741  C81 1.580, H99 1.088, H100 1.089, H101 1.090
86 C -5.293 0.659 -8.579  C77 1.557, H102 1.092, H103 1.087, H104 1.092
87 H -2.835 -0.431 -6.275  C76 1.090
88 H -3.111 -0.765 -7.958  C76 1.091
89 H -4.427 -1.073 -6.722  C76 1.089
90 H -5.746 1.001 -6.113  C78 1.095
91 H -4.200 1.494 -5.387  C78 1.091
92 H -5.920 3.534 -5.666  C79 1.093
93 H -6.071 3.065 -7.242  C79 1.097
94 H -3.517 4.070 -5.928  C80 1.089
95 H -4.540 4.829 -7.178  C80 1.094
96 H -4.880 3.307 -9.584  C84 1.091
97 H -4.159 4.784 -9.394  C84 1.094
98 H -3.204 3.483 -10.143  C84 1.089
99 H -1.911 5.008 -7.833  C85 1.088
100 H -1.550 3.509 -6.796  C85 1.089
101 H -1.208 3.461 -8.445  C85 1.090
102 H -4.804 0.035 -9.330  C86 1.092
103 H -5.758 1.520 -9.051  C86 1.087
104 H -6.099 0.038 -8.182  C86 1.092
105 H -1.433 1.038 -8.170  O83 0.962
106 C 0.680 -0.061 4.986  C107 1.569, H117 1.090, H118 1.090, H119 1.091
107 C 0.092 -0.726 6.279  C106 1.569, C108 1.588, N112 1.468, C116 1.538
108 C 0.844 -2.117 6.430  C107 1.588, C109 1.497, H120 1.090, H121 1.098
109 C 0.746 -2.727 7.793  C108 1.497, C110 1.487, H122 1.093, H123 1.100
110 C 1.080 -1.777 8.887  C109 1.487, C111 1.549, H124 1.093, H125 1.094
111 C 0.270 -0.461 8.782  C110 1.549, N112 1.478, C114 1.515, C115 1.546
112 N 0.348 0.141 7.435  C107 1.468, C111 1.478, O113 1.402
113 O -0.265 1.396 7.306  N112 1.402, H135 0.962
114 C -1.101 -0.651 9.397  C111 1.515, H126 1.090, H127 1.091, H128 1.094
115 C 1.141 0.516 9.606  C111 1.546, H129 1.092, H130 1.090, H131 1.088
116 C -1.417 -0.912 6.043  C107 1.538, H132 1.091, H133 1.090, H134 1.094
117 H 0.363 -0.593 4.088  C106 1.090
118 H 1.766 -0.070 5.089  C106 1.090
119 H 0.331 0.963 4.848  C106 1.091
120 H 0.723 -2.783 5.574  C108 1.090
121 H 1.900 -1.846 6.301  C108 1.098
122 H 1.187 -3.714 7.957  C109 1.093
123 H -0.311 -3.024 7.846  C109 1.100
124 H 2.159 -1.679 9.027  C110 1.093
125 H 0.831 -2.236 9.849  C110 1.094
126 H -1.901 -0.118 8.884  C114 1.090
127 H -1.409 -1.681 9.583  C114 1.091
128 H -1.106 -0.242 10.411  C114 1.094
129 H 0.596 1.459 9.683  C115 1.092
130 H 1.320 0.064 10.582  C115 1.090
131 H 2.058 0.796 9.091  C115 1.088
132 H -1.999 -0.002 5.889  C116 1.091
133 H -1.934 -1.483 6.815  C116 1.090
134 H -1.550 -1.413 5.081  C116 1.094
135 H 0.397 1.836 6.763  O113 0.962
136 C 4.209 -5.817 -0.701  C137 1.492, H147 1.089, H148 1.094, H149 1.093
137 C 4.228 -4.709 0.298  C136 1.492, C138 1.581, N142 1.498, C146 1.527
138 C 3.110 -3.662 -0.092  C137 1.581, C139 1.521, H150 1.093, H151 1.093
139 C 1.688 -4.037 0.296  C138 1.521, C140 1.491, H152 1.094, H153 1.096
140 C 1.596 -4.351 1.750  C139 1.491, C141 1.556, H154 1.094, H155 1.091
141 C 2.592 -5.437 2.250  C140 1.556, N142 1.488, C144 1.548, C145 1.560
142 N 3.946 -5.161 1.698  C137 1.498, C141 1.488, O143 1.389
143 O 5.010 -5.923 2.165  N142 1.389, H165 0.963
144 C 2.685 -5.271 3.786  C141 1.548, H156 1.090, H157 1.091, H158 1.090
145 C 2.150 -6.882 1.861  C141 1.560, H159 1.093, H160 1.092, H161 1.092
146 C 5.580 -4.004 0.227  C137 1.527, H162 1.089, H163 1.092, H164 1.090
147 H 4.247 -5.542 -1.754  C136 1.089
148 H 3.291 -6.380 -0.511  C136 1.094
149 H 4.979 -6.564 -0.490  C136 1.093
150 H 3.418 -2.710 0.350  C138 1.093
151 H 3.112 -3.419 -1.158  C138 1.093
152 H 1.192 -4.800 -0.310  C139 1.094
153 H 0.969 -3.226 0.140  C139 1.096
154 H 0.591 -4.770 1.850  C140 1.094
155 H 1.649 -3.416 2.311  C140 1.091
156 H 3.371 -6.063 4.086  C144 1.090
157 H 3.068 -4.301 4.105  C144 1.091
158 H 1.685 -5.307 4.220  C144 1.090
159 H 1.619 -7.480 2.606  C145 1.093
160 H 1.528 -6.994 0.971  C145 1.092
161 H 3.042 -7.489 1.690  C145 1.092
162 H 6.383 -4.521 0.749  C146 1.089
163 H 5.418 -3.006 0.638  C146 1.092
164 H 5.898 -3.934 -0.813  C146 1.090
165 H 5.559 -5.253 2.586  O143 0.963